The following is a DFT calculation (ωB97M-V/def2-TZVPD) of 3 unconnected molecules or ions with the total composition C2H12N2O2 at a distorted geometry.

Last column: natural (NBO) charge in e.
CARTESIAN COORDINATES (ANGSTROEM)
C1 1.566 0.957 1.073  -0.55
N1 0.349 0.665 0.310  -0.68
C2 -0.674 1.703 0.527  -0.06
N2 -1.596 1.577 -0.616  -0.86
H1 2.310 1.463 0.432  0.17
H2 1.444 1.579 1.970  0.16
H3 2.109 0.020 1.284  0.17
H4 0.029 -0.278 0.573  0.37
H5 -0.122 2.607 0.248  0.16
H6 -1.248 1.888 1.448  0.16
H7 -1.157 1.919 -1.460  0.35
H8 -1.875 0.633 -0.828  0.36
H9 -1.197 -2.888 0.228  0.45
H10 0.047 -1.943 0.586  0.31
O1 -0.924 -2.009 0.529  -1.25
H11 -0.166 -2.164 -1.698  0.46
H12 1.034 -2.804 -2.349  0.38
O2 0.072 -2.924 -2.257  -1.09

## Properties
orbital gap (spin up / spin down)	3.346 / 9.346	eV
charge	-1
molar mass	96.13	u
energy relative to the best compared isomer or geometry (same formula, charge and spin)	0.896	eV
<S²>	0.750
spin multiplicity	2

***

The following is a DFT calculation (ωB97M-V/def2-TZVPD) of 3 unconnected molecules or ions with the total composition C2H12N2O2 at a distorted geometry.

Last column: natural (NBO) charge in e.
CARTESIAN COORDINATES (ANGSTROEM)
N1 -2.030 0.411 1.763  -0.83
C1 -0.781 -0.184 1.010  -0.24
C2 0.390 0.878 1.171  -0.24
N2 0.978 1.147 -0.182  -0.88
H1 -2.493 0.712 0.915  0.35
H2 -2.561 -0.388 2.123  0.35
H3 -0.421 -1.021 1.492  0.18
H4 -0.947 -0.535 -0.066  0.19
H5 0.999 0.228 1.918  0.18
H6 0.259 1.872 1.561  0.20
H7 1.975 0.892 -0.249  0.36
H8 0.984 2.173 -0.031  0.37
O1 -0.409 -0.022 -2.880  -0.96
H9 -0.397 -1.047 -2.988  0.47
H10 0.007 0.079 -1.986  0.48
O2 1.185 -2.067 -1.147  -0.93
H11 1.325 -1.182 -0.669  0.46
H12 1.936 -1.947 -1.755  0.47

## Properties
orbital gap	10.413	eV
charge	0
molar mass	96.13	u
energy relative to the best compared isomer or geometry (same formula, charge and spin)	2.137	eV
spin multiplicity	1

***

The following is a DFT calculation (ωB97M-V/def2-TZVPD) of 3 unconnected molecules or ions with the total composition C2H12N2O2 at a distorted geometry.

Last column: natural (NBO) charge in e.
CARTESIAN COORDINATES (ANGSTROEM)
N1 1.207 -1.364 -0.014  -0.80
C1 1.139 -0.173 -0.814  -0.26
C2 -0.283 0.066 -1.246  -0.31
N2 -1.151 0.354 -0.155  -0.35
H1 2.058 -1.523 0.549  0.43
H2 0.905 -2.145 -0.566  0.38
H3 1.617 -0.328 -1.824  0.22
H4 1.517 0.781 -0.283  0.25
H5 -0.285 0.959 -1.996  0.32
H6 -0.681 -0.616 -2.061  0.30
H7 -2.139 0.233 -0.377  0.42
H8 -0.868 0.056 0.623  0.38
H9 -1.163 -2.839 2.439  0.48
H10 -0.231 -2.127 1.466  0.45
O1 -0.368 -2.318 2.390  -0.94
H11 -0.857 3.606 -1.050  0.48
H12 -0.437 2.542 0.058  0.44
O2 -0.252 3.457 -0.318  -0.91

## Properties
orbital gap (spin up / spin down)	11.300 / 5.149	eV
charge	+1
molar mass	96.13	u
energy relative to the best compared isomer or geometry (same formula, charge and spin)	1.784	eV
<S²>	0.756
spin multiplicity	2

***

The following is a DFT calculation (ωB97M-V/def2-TZVPD) of 4 unconnected molecules or ions with the total composition C2H12N2O3 at a distorted geometry.

Last column: natural (NBO) charge in e.
CARTESIAN COORDINATES (ANGSTROEM)
C1 0.795 0.242 1.349  -0.62
N1 1.129 0.790 -1.365  -0.90
C2 1.586 1.732 -0.461  0.21
N2 1.465 1.474 0.783  -0.49
H1 0.998 0.244 2.393  0.20
H2 -0.300 0.478 1.191  0.24
H3 1.266 -0.734 0.824  0.13
H4 1.253 -0.152 -0.987  0.41
H5 1.464 0.913 -2.341  0.37
H6 1.862 2.652 -0.833  0.16
H7 -1.794 -2.696 2.361  0.39
H8 -0.527 -1.906 2.118  0.38
O1 -1.496 -1.892 2.001  -1.23
H9 -2.493 0.543 -1.392  0.46
H10 -0.925 0.890 -1.301  0.49
O2 -1.822 0.742 -0.820  -1.00
H11 -1.033 -1.091 -0.946  0.48
H12 -0.560 -2.584 -0.695  0.43
O3 -0.639 -1.881 -1.386  -1.10

## Properties
orbital gap (spin up / spin down)	2.676 / 9.426	eV
charge	-1
molar mass	112.13	u
energy relative to the best compared isomer or geometry (same formula, charge and spin)	1.202	eV
<S²>	0.750
spin multiplicity	2

***

The following is a DFT calculation (ωB97M-V/def2-TZVPD) of 4 unconnected molecules or ions with the total composition C2H12N2O3 at a distorted geometry.

Last column: natural (NBO) charge in e.
CARTESIAN COORDINATES (ANGSTROEM)
C1 0.444 1.750 -1.516  -0.44
N1 0.697 1.888 -0.114  -0.51
C2 0.159 1.140 0.751  0.31
N2 -0.124 -0.198 0.553  -0.89
H1 -0.293 2.499 -1.812  0.20
H2 1.354 1.943 -2.077  0.19
H3 0.061 0.766 -1.783  0.17
H4 0.109 1.488 1.785  0.14
H5 0.594 -0.784 0.159  0.42
H6 -0.858 -0.690 1.021  0.39
O1 -5.307 -1.447 1.563  -0.93
H7 -6.084 -1.473 2.135  0.46
H8 -5.721 -1.151 0.739  0.46
O2 3.069 -0.141 0.605  -0.95
H9 3.300 0.786 0.458  0.48
H10 3.526 -0.310 1.438  0.47
O3 1.664 -2.266 -0.981  -0.94
H11 2.267 -1.514 -1.132  0.49
H12 1.143 -2.286 -1.791  0.47

## Properties
orbital gap	9.118	eV
charge	0
molar mass	112.13	u
energy relative to the best compared isomer or geometry (same formula, charge and spin)	1.301	eV
spin multiplicity	1

***

The following is a DFT calculation (ωB97M-V/def2-TZVPD) of 4 unconnected molecules or ions with the total composition C2H12N2O3 at a distorted geometry.

Last column: natural (NBO) charge in e.
CARTESIAN COORDINATES (ANGSTROEM)
C1 2.986 -1.095 2.046  -0.45
N1 1.673 -0.572 1.654  -0.51
C2 1.641 0.528 1.011  0.27
N2 2.727 1.109 0.361  -0.83
H1 3.366 -1.796 1.337  0.21
H2 3.701 -0.319 2.319  0.16
H3 2.813 -1.625 2.978  0.21
H4 0.632 0.794 0.698  0.18
H5 3.518 1.147 0.981  0.39
H6 2.492 1.938 -0.159  0.39
O1 -0.582 -2.375 1.038  -0.97
H7 -1.240 -2.552 1.718  0.46
H8 0.064 -1.816 1.506  0.49
O2 -4.653 2.001 0.090  -0.92
H9 -4.929 1.726 0.975  0.46
H10 -3.709 2.078 0.269  0.46
O3 -2.318 0.326 -5.419  -0.92
H11 -2.048 0.355 -4.492  0.46
H12 -2.571 -0.594 -5.446  0.46

## Properties
orbital gap	10.078	eV
charge	0
molar mass	112.13	u
energy relative to the best compared isomer or geometry (same formula, charge and spin)	1.133	eV
spin multiplicity	1

***

The following is a DFT calculation (ωB97M-V/def2-TZVPD) of 2 unconnected molecules or ions with the total composition C2H12N4 at a distorted geometry.

Last column: natural (NBO) charge in e.
CARTESIAN COORDINATES (ANGSTROEM)
N1 -1.644 -2.214 -0.588  -0.90
C1 -0.846 -2.360 0.616  -0.04
N2 -0.970 -1.384 1.700  -0.84
H1 -2.409 -1.565 -0.666  0.37
H2 -1.857 -3.065 -1.079  0.37
H3 -0.979 -3.411 0.969  0.15
H4 0.188 -2.141 0.455  0.16
H5 -1.932 -1.112 1.882  0.34
H6 -0.435 -0.594 1.357  0.38
N3 1.472 2.632 -1.420  -0.85
C2 1.616 1.973 -0.176  -0.05
N4 0.371 1.294 0.346  -0.83
H7 1.055 2.113 -2.186  0.36
H8 2.402 2.801 -1.795  0.36
H9 2.426 1.233 -0.227  0.15
H10 1.952 2.628 0.649  0.17
H11 -0.175 1.107 -0.497  0.34
H12 -0.235 2.066 0.660  0.35

## Properties
orbital gap	9.562	eV
charge	0
molar mass	92.15	u
energy relative to the best compared isomer or geometry (same formula, charge and spin)	0.833	eV
spin multiplicity	1

***

The following is a DFT calculation (ωB97M-V/def2-TZVPD) of 3 unconnected molecules or ions with the total composition C2H12NO2 at a distorted geometry.

Last column: natural (NBO) charge in e.
CARTESIAN COORDINATES (ANGSTROEM)
C1 -0.770 -0.410 2.195  -0.73
C2 -0.153 -0.968 0.811  -0.22
N1 -0.275 0.243 -0.257  -0.70
H1 -0.910 -1.035 3.128  0.28
H2 -0.205 0.396 2.837  0.26
H3 -1.900 -0.356 2.048  0.23
H4 0.950 -1.199 0.940  0.24
H5 -0.884 -1.784 0.487  0.24
H6 -1.228 0.608 -0.039  0.44
H7 -0.249 -0.106 -1.202  0.46
H8 0.512 0.821 -0.140  0.45
H9 1.967 2.850 -0.322  0.50
H10 1.049 3.104 -1.570  0.49
O1 1.088 2.622 -0.817  -0.97
H11 0.876 -1.284 -3.188  0.50
H12 -0.202 -2.168 -2.506  0.50
O2 0.334 -1.334 -2.405  -0.98

## Properties
orbital gap	12.618	eV
charge	+1
molar mass	82.12	u
energy relative to the best compared isomer or geometry (same formula, charge and spin)	1.779	eV
spin multiplicity	1

***

The following is a DFT calculation (ωB97M-V/def2-TZVPD) of 3 unconnected molecules or ions with the total composition C2H12NO2S at a distorted geometry.

Last column: natural (NBO) charge in e.
CARTESIAN COORDINATES (ANGSTROEM)
C1 -0.250 0.326 1.750  -0.25
C2 -1.652 0.611 1.150  -0.49
S1 -1.875 -0.066 -0.665  -0.08
N1 0.912 0.565 0.790  -0.72
H1 0.127 0.962 2.592  0.24
H2 -0.324 -0.819 1.980  0.24
H3 -2.494 0.227 1.779  0.27
H4 -1.678 1.708 0.914  0.22
H5 -2.542 -1.094 -0.080  0.16
H6 1.151 1.587 0.727  0.43
H7 1.753 0.111 1.080  0.46
H8 0.874 0.186 -0.176  0.49
H9 3.327 -1.488 -0.501  0.51
H10 4.072 -0.153 -0.102  0.50
O1 3.241 -0.589 -0.035  -0.99
H11 0.387 -1.303 -2.402  0.50
H12 0.010 0.192 -2.454  0.49
O2 0.555 -0.491 -1.920  -0.97

## Properties
orbital gap	9.633	eV
charge	+1
molar mass	114.19	u
energy relative to the best compared isomer or geometry (same formula, charge and spin)	1.414	eV
spin multiplicity	1

***

The following is a DFT calculation (ωB97M-V/def2-TZVPD) of 4 unconnected molecules or ions with the total composition C2H12NO3 at a distorted geometry.

Last column: natural (NBO) charge in e.
CARTESIAN COORDINATES (ANGSTROEM)
C1 1.311 1.293 -0.494  -0.41
C2 -1.030 1.037 -1.191  0.16
N1 0.105 0.515 -1.115  -0.40
H1 1.232 1.101 0.537  0.24
H2 2.185 1.046 -1.076  0.24
H3 1.143 2.368 -0.688  0.22
H4 -1.004 2.086 -1.142  0.19
H5 -1.975 0.560 -1.360  0.24
H6 0.372 -0.419 -1.378  0.46
H7 -0.235 -2.005 3.522  0.50
H8 -0.043 -0.485 3.691  0.47
O1 -0.489 -1.098 3.239  -0.96
H9 1.587 -2.323 -1.714  0.49
H10 2.295 -1.360 -2.686  0.51
O2 1.480 -1.511 -2.131  -0.96
H11 -3.040 -0.508 1.154  0.49
H12 -1.714 -0.142 1.843  0.51
O3 -2.180 -0.156 0.989  -0.99

## Properties
orbital gap	11.020	eV
charge	+1
molar mass	98.12	u
energy relative to the best compared isomer or geometry (same formula, charge and spin)	1.568	eV
spin multiplicity	1